[1]
The following is a quantum chemistry calculation of 5 unconnected molecules or ions with the total composition C38H67BrFO16P2, from OMol25.

Computed properties:
total energy = -164589.4949 eV

```
! wB97M-V def2-TZVPD RIJCOSX def2/J DEFGRID3
* xyz -1 1
C 3.06370 -1.04605 4.18229
C 1.87496 -1.56417 3.90195
C 0.63806 -0.89239 3.35367
C 0.85337 -0.07926 2.04205
C 1.39517 1.29641 2.52231
C 2.22432 2.16453 1.57645
C 3.68595 1.73119 1.46148
C 4.55883 2.75633 0.73717
C 4.42755 2.74950 -0.79710
C 5.59007 2.08719 -1.56403
C 5.19773 0.81282 -2.31877
O 1.64532 -0.80155 1.17269
P 0.86610 -1.48187 -0.28641
C 1.71807 -0.08965 -1.31609
C 1.13820 0.57238 -2.57550
C 0.03980 1.63527 -2.40276
C -1.37347 1.11549 -2.59282
C -2.47203 2.14387 -2.26885
C -3.15568 1.88425 -0.91834
C -4.61728 1.51595 -0.99141
O -4.76298 0.16718 -1.42901
C -5.36137 -0.01977 -2.69506
C 0.03256 -2.25054 -1.83712
C 1.03245 -2.82933 -2.84268
C 0.66684 -2.56790 -4.30619
Br 1.16155 -4.79872 -2.65463
P 0.10442 -3.46630 0.72712
C -1.58905 -3.26522 1.49700
O 1.03177 -3.83054 2.09979
O -0.55384 -0.51127 0.11443
C -0.51136 0.20908 1.26710
F -0.53242 1.57463 0.85281
C -1.71727 0.07311 2.16961
C -2.52278 1.07362 2.52781
H 3.75210 -1.58440 4.82183
H 3.41656 -0.10246 3.79415
H 1.76097 -2.62233 4.10161
H -0.12670 -1.64913 3.22898
H 0.27752 -0.19815 4.11743
H 1.97396 1.18718 3.43739
H 0.51373 1.86585 2.82031
H 1.75285 2.28026 0.60230
H 2.24832 3.17198 2.01000
H 4.05921 1.66665 2.48910
H 3.77952 0.74136 1.01200
H 4.38756 3.75213 1.15440
H 5.60034 2.52606 0.97221
H 4.37395 3.78981 -1.12899
H 3.47577 2.29517 -1.07592
H 6.45396 1.89850 -0.92768
H 5.93221 2.79770 -2.32070
H 5.25218 -0.06741 -1.67969
H 5.85105 0.64971 -3.17592
H 4.19010 0.90403 -2.71745
H 2.05073 -2.29004 -0.42786
H 1.95284 0.71877 -0.62809
H 2.67725 -0.52067 -1.60634
H 0.80713 -0.13912 -3.32710
H 1.97560 1.09712 -3.05072
H 0.20252 2.39855 -3.17186
H 0.16245 2.14595 -1.44471
H -1.48794 0.83806 -3.64659
H -1.55310 0.21168 -2.01688
H -3.22319 2.08688 -3.06225
H -2.06873 3.15707 -2.29993
H -3.04873 2.76110 -0.27706
H -2.66431 1.05440 -0.41311
H -5.21038 2.20999 -1.59424
H -5.01966 1.57256 0.02758
H -4.72064 -0.66455 -3.29938
H -6.32854 -0.52263 -2.59816
H -5.49271 0.91872 -3.23402
H -0.62692 -3.06879 -1.54462
H -0.58626 -1.51883 -2.35067
H 2.04120 -2.47325 -2.65327
H -0.41395 -2.53001 -4.43739
H 1.08826 -1.61151 -4.61061
H 1.11641 -3.32718 -4.93480
H -2.10977 -4.21979 1.39898
H -1.55028 -3.04569 2.56700
H -2.16758 -2.51870 0.95415
H 0.43968 -4.04863 2.82877
H -1.91903 -0.89260 2.60479
H -3.04461 1.01270 3.47739
H -2.70923 1.93541 1.90483
C 4.28231 -2.06167 -8.22758
C 2.92486 -2.63570 -7.86289
O 2.94761 -2.58168 -6.43845
C 3.82790 -1.62438 -6.05434
O 3.95204 -1.21791 -4.94994
O 4.54805 -1.19346 -7.12672
H 4.28317 -1.49774 -9.15673
H 5.05903 -2.82782 -8.26795
H 2.10011 -2.01889 -8.22541
H 2.78064 -3.66054 -8.19443
C -5.41597 -1.43268 1.36133
C -6.61705 -0.56013 1.05301
O -7.68585 -1.26066 1.70983
C -7.15026 -2.01208 2.69212
O -7.78966 -2.58103 3.52624
O -5.81069 -2.03424 2.61067
H -4.48738 -0.88118 1.48163
H -5.26989 -2.22047 0.62282
H -6.53257 0.43374 1.49513
H -6.81789 -0.46669 -0.00867
C 7.23592 7.13111 0.25067
C 6.90107 6.80877 1.69660
O 6.85041 5.38354 1.68279
C 7.59362 4.93327 0.64126
O 7.87772 3.79933 0.45578
O 7.95998 5.96952 -0.15773
H 7.85414 8.01701 0.13221
H 6.34369 7.22535 -0.37070
H 7.68613 7.12733 2.38539
H 5.94731 7.21268 2.02517
C -7.73052 -4.08248 6.72017
C -8.91470 -3.19066 6.41049
O -9.98888 -3.87811 7.07229
C -9.46753 -4.63760 8.05981
O -10.10478 -5.19662 8.89480
O -8.11875 -4.67712 7.96818
H -6.79542 -3.54345 6.83639
H -7.60088 -4.87034 5.97789
H -8.81495 -2.19716 6.85101
H -9.11305 -3.09682 5.34964
*
```

---

[2]
The following is a quantum chemistry calculation of a molecular structure, C38H68AlN14, from OMol25.

Computed properties:
total energy = -67964.3263 eV

```
! wB97M-V def2-TZVPD RIJCOSX def2/J DEFGRID3
* xyz -1 1
C 1.79137 0.31575 3.24663
C 2.77340 -0.28046 2.24933
C 2.21143 -0.45577 0.83794
C 0.89652 -1.21012 0.79402
C 0.46571 -1.71846 -0.58193
C 0.34222 -0.68869 -1.70998
C -1.03990 -0.04826 -2.01368
C -2.28207 -0.72982 -1.45570
C -2.68238 -0.24381 -0.02812
C -1.90782 0.95916 0.52271
C -2.42595 2.33496 0.05460
Al -0.97993 3.74932 -0.07194
C 0.80159 2.95004 -0.68838
N 1.77387 4.00621 -1.19034
H 1.39431 1.26274 2.87365
H 2.29404 0.50345 4.19545
H 0.95876 -0.35103 3.44132
H 3.63758 0.38105 2.17788
H 3.12963 -1.25214 2.60533
H 2.11961 0.52489 0.36277
H 2.94179 -1.01917 0.24321
H 1.02829 -2.10468 1.41409
H 0.10300 -0.63513 1.26890
H 1.25054 -2.42321 -0.88407
H -0.43032 -2.31508 -0.44362
H 1.03965 0.12977 -1.52128
H 0.69205 -1.15929 -2.62831
H -1.13064 -0.01654 -3.10512
H -1.03928 0.99529 -1.71334
H -3.11331 -0.55126 -2.14055
H -2.14295 -1.81265 -1.46226
H -3.73278 0.05510 -0.06660
H -2.63552 -1.07809 0.67866
H -0.84829 0.87156 0.28296
H -1.97014 0.92420 1.61344
H -3.12330 2.70112 0.81491
H -3.01527 2.23332 -0.86327
H -0.69669 4.38142 1.41960
H -1.47049 4.96320 -1.06091
H 1.27423 2.40780 0.13453
H 0.66238 2.22620 -1.49420
H 2.58711 4.01502 -0.58192
H 2.14789 3.71366 -2.08843
C 6.16551 3.04155 1.90111
C 5.78207 2.11546 2.95521
N 5.47832 1.39015 3.79121
H 5.54345 2.88008 1.02221
H 6.02933 4.06754 2.23826
H 7.20881 2.89054 1.62973
C -0.94260 4.97749 4.36282
C -2.24640 4.35354 4.32987
N -3.28693 3.86341 4.32449
H -0.47846 4.89211 5.34420
H -0.30240 4.48661 3.63096
H -0.99317 6.02543 4.07235
C 0.19980 -5.33547 -3.09125
C -0.60072 -4.94203 -1.94553
N -1.23372 -4.57314 -1.06242
H -0.38513 -5.25015 -4.00466
H 1.07183 -4.68785 -3.17522
H 0.54390 -6.36231 -2.99203
C 1.29712 6.52945 0.82218
C 0.62898 7.08320 1.98389
N 0.04716 7.53511 2.86413
H 1.44641 5.46327 0.95502
H 0.66851 6.66893 -0.05579
H 2.26376 7.00218 0.66536
C -3.73608 -3.90804 1.16397
C -4.91661 -4.63203 0.72579
N -5.86811 -5.18378 0.38493
H -3.40961 -4.28217 2.13355
H -2.92422 -4.02597 0.44521
H -3.97502 -2.84909 1.25492
C 1.06017 -5.18792 3.51154
C 0.78792 -3.79674 3.83824
N 0.57412 -2.69898 4.09610
H 0.30258 -5.56539 2.82669
H 2.03459 -5.27411 3.03403
H 1.05438 -5.79433 4.41521
C -0.39275 -8.67912 -4.97066
C 0.93173 -8.13549 -5.20451
N 1.96947 -7.66782 -5.35711
H -0.70794 -8.47385 -3.95075
H -1.11759 -8.21130 -5.63333
H -0.40537 -9.75517 -5.13624
C 4.29868 5.94411 -2.52965
C 4.28270 5.66943 -1.10208
N 4.26295 5.44190 0.02300
H 3.28673 6.02190 -2.92002
H 4.81404 6.88233 -2.72636
H 4.81328 5.14132 -3.05585
C -6.82841 -6.82483 3.12133
C -5.90786 -7.64851 3.88721
N -5.17564 -8.29796 4.48780
H -7.21715 -6.01444 3.73603
H -6.33576 -6.39077 2.25388
H -7.67038 -7.42063 2.77258
C 4.73394 7.72624 -6.86305
C 3.70787 7.38925 -5.88807
N 2.89739 7.12749 -5.11858
H 4.27200 8.03405 -7.79903
H 5.35019 8.54220 -6.49044
H 5.36894 6.86284 -7.05206
C 0.52672 1.52055 -5.23878
C 1.28895 0.28812 -5.10407
N 1.88089 -0.68482 -4.95813
H 0.40379 1.77609 -6.28962
H -0.45354 1.40131 -4.78082
H 1.04204 2.33450 -4.73187
C -1.47919 3.09771 8.01269
C -0.13626 3.18220 7.46038
N 0.90253 3.26495 6.97938
H -1.54561 3.67493 8.93299
H -2.19596 3.48875 7.29048
H -1.73066 2.06012 8.22380
C -5.16108 -6.57386 -2.53808
C -3.81892 -6.89801 -2.98541
N -2.75721 -7.15395 -3.33905
H -5.82549 -6.44292 -3.39033
H -5.55460 -7.36923 -1.90841
H -5.15692 -5.65774 -1.95342
*
```

---

[3]
The following is a quantum chemistry calculation of a molecular structure, C38H68BrN8OS2Si2Sr, from OMol25.

Computed properties:
energy relative to the best compared isomer or geometry (same formula, charge and spin) = 0.000 eV

```
! wB97M-V def2-TZVPD RIJCOSX def2/J DEFGRID3
* xyz 1 1
Sr -0.52194 -0.60381 -0.53688
N -0.32064 1.08988 -2.70289
C -1.52108 1.93592 -2.85341
C -1.89124 2.56619 -1.52500
N -2.19037 1.53416 -0.52132
H 0.45664 1.67811 -2.40384
H -0.05449 0.69605 -3.59927
H -2.34296 1.30399 -3.20384
H -1.37543 2.72943 -3.59271
H -2.72695 3.25540 -1.67817
H -1.04692 3.15053 -1.15387
H -3.13042 1.17620 -0.66482
H -2.17446 1.94021 0.40865
C -0.88206 -4.82313 -0.16579
C -0.53969 -4.08103 1.09665
C -0.28623 -4.76507 2.26439
C 0.05924 -4.01608 3.39461
C 0.09226 -2.65020 3.33217
C -0.24931 -1.98275 2.12111
N -0.50312 -2.74135 1.01030
N -0.33762 -0.64975 1.96628
Si -0.17415 0.51360 3.22678
C 1.63223 0.80460 3.64595
C -1.13027 0.09924 4.79458
C -0.90263 2.13236 2.61034
H -1.09820 -5.87050 0.03707
H -0.04336 -4.79735 -0.86851
H -1.75850 -4.37542 -0.64168
H -0.33796 -5.84388 2.29404
H 0.29883 -4.51792 4.32446
H 0.35510 -2.06730 4.20323
H 2.12285 -0.12225 3.95639
H 1.75043 1.52919 4.45478
H 2.16532 1.19129 2.77205
H -0.60496 -0.56936 5.47746
H -2.09096 -0.36310 4.55254
H -1.33618 1.02235 5.34308
H -0.47478 2.45331 1.65761
H -0.70600 2.92705 3.33426
H -1.99098 2.05285 2.51695
S 1.74648 2.58211 -0.13042
C 2.33919 3.52205 -1.36370
N 3.61538 3.67570 -1.70248
C 3.89937 4.34415 -2.96573
C 2.73513 5.30002 -3.18695
S 1.30912 4.45973 -2.43319
H 4.32497 3.09278 -1.27701
H 3.96239 3.60311 -3.76730
H 4.85128 4.86729 -2.90610
H 2.54538 5.48316 -4.24094
H 2.88665 6.24841 -2.67486
N -0.57134 -2.40323 -2.70245
C 0.59830 -2.43778 -3.49744
C 0.65217 -1.74243 -4.70278
C 1.81243 -1.75244 -5.46410
C 2.93050 -2.45331 -5.03135
C 2.87829 -3.13743 -3.82165
C 1.72407 -3.12818 -3.05661
H -1.40765 -2.23069 -3.24699
H -0.70267 -3.25452 -2.16763
H -0.23111 -1.22718 -5.06608
H 1.83229 -1.22920 -6.41154
H 3.82225 -2.49360 -5.64382
H 3.74072 -3.69240 -3.47547
H 1.69220 -3.65321 -2.10904
N 4.58019 0.41074 -4.00324
C 4.87902 0.82846 -2.75140
O 5.66291 1.73699 -2.52525
C 4.14701 0.15932 -1.63170
C 4.76216 0.05700 -0.38824
C 4.05803 -0.50055 0.65981
C 2.74656 -0.89569 0.44197
N 2.13893 -0.77928 -0.74150
C 2.83987 -0.27739 -1.75847
H 5.12166 0.79748 -4.75940
H 4.08009 -0.44977 -4.16401
H 5.77537 0.41755 -0.26543
H 4.49817 -0.60934 1.64074
H 2.14641 -1.30086 1.24866
H 2.31673 -0.19791 -2.70738
C -5.80297 0.78546 -0.98583
C -6.58561 -0.51375 -0.73255
C -7.75921 -0.18987 0.21025
C -7.15963 -0.93518 -2.09319
Si -5.50751 -1.89838 0.04234
Br -3.54892 -1.79898 -1.21739
C -4.94551 -1.56205 1.84074
C -6.07700 -1.93325 2.81679
C -4.59065 -0.08337 2.05224
C -3.69079 -2.36078 2.22658
C -6.14448 -3.67193 -0.27952
C -5.34481 -4.70946 0.52262
C -6.03106 -4.08580 -1.75562
C -7.62106 -3.77208 0.14806
H -6.49744 1.54091 -1.36558
H -5.03388 0.63973 -1.74794
H -5.34268 1.19295 -0.08719
H -8.42160 0.52892 -0.28115
H -7.42493 0.26326 1.14373
H -8.35787 -1.06820 0.45551
H -7.71348 -0.09108 -2.51505
H -7.85411 -1.77052 -2.01898
H -6.37282 -1.19963 -2.80277
H -7.01121 -1.40851 2.61099
H -5.76770 -1.66421 3.83110
H -6.28166 -3.00397 2.81706
H -5.44323 0.58305 1.92435
H -3.78437 0.23385 1.38609
H -4.22440 0.04551 3.07538
H -3.82540 -3.43859 2.17279
H -3.42878 -2.11699 3.26143
H -2.83578 -2.09421 1.60823
H -4.27538 -4.66151 0.30482
H -5.69410 -5.70766 0.24250
H -5.48304 -4.60858 1.59812
H -4.99008 -4.14512 -2.07482
H -6.55667 -3.42133 -2.43650
H -6.46700 -5.08301 -1.86772
H -7.77972 -3.47864 1.18699
H -7.94531 -4.81239 0.05138
H -8.27933 -3.17026 -0.47859
*
```

---

Largest force on an atom (eV/Å)
1.1 0.6 0.1